No. 1
17
Properties=species:S:1:pos:R:3:nbo_charge:R:1 method="wB97M-V/def2-TZVPD" de_lowest_ev=5.166 lumo_ev="-1.1 / -1.1" largest_force_ev_per_a=6.0
C 0.439 0.525 0.049 -0.3847
C -0.700 1.220 0.632 0.1843
C -0.095 -0.249 -0.895 0.3301
C -0.699 2.238 1.754 -0.6308
C 0.498 -1.257 -1.834 -0.6811
N -1.790 0.856 0.000 -0.1520
N -0.275 -1.461 2.115 -0.7601
O -1.373 -0.023 -0.952 -0.2919
S -1.077 -2.408 1.252 0.4178
H 0.461 2.420 1.910 0.2131
H -1.063 3.173 1.250 0.2350
H -1.226 1.923 2.565 0.2316
H -0.114 -1.194 -2.739 0.2565
H 1.596 -1.306 -1.650 0.2493
H 0.250 -2.253 -1.391 0.2227
H 1.398 0.471 0.451 0.2197
H 0.633 -1.922 2.456 0.3405


No. 2
16
Properties=species:S:1:pos:R:3:nbo_charge:R:1 method="wB97M-V/def2-TZVPD" de_lowest_ev=2.267 lumo_ev=0.5 largest_force_ev_per_a=4.7
C -2.137 -1.515 -0.223 0.2665
C 0.054 -0.185 0.078 0.1902
C -2.412 0.857 0.151 -0.6068
C 2.577 -1.185 -0.224 -0.7553
C -1.585 -0.405 0.517 -0.3871
N -2.729 -2.351 -0.750 -0.3034
N 0.370 0.944 -0.332 -0.6841
S 0.977 -1.656 0.462 0.2662
H -3.493 0.555 0.180 0.2267
H -2.118 0.951 -0.980 0.2328
H -2.218 1.845 0.841 0.2410
H 2.975 -0.226 0.206 0.2242
H 2.457 -0.852 -1.343 0.2204
H 3.267 -1.942 -0.128 0.2347
H -1.637 -0.505 1.691 0.2647
H 1.204 1.115 -0.865 0.3694


No. 3
16
Properties=species:S:1:pos:R:3:nbo_charge:R:1 method="wB97M-V/def2-TZVPD" de_lowest_ev=5.902 lumo_ev="0.1 / -0.7" largest_force_ev_per_a=4.8
C 1.477 -1.156 -0.559 -0.4770
C 1.384 -2.514 -0.460 -0.0469
C 0.156 -0.769 -0.598 0.2398
C -0.733 1.467 1.451 -0.6848
C -0.874 1.793 0.048 -0.3192
N 0.139 -2.944 -0.450 -0.2955
N -0.670 -1.849 -0.621 -0.4385
S 0.351 2.806 -0.581 0.0858
H 2.358 -0.517 -0.279 0.2404
H 2.261 -3.211 -0.232 0.2095
H -1.867 1.426 1.908 0.2192
H -0.222 0.525 1.742 0.2553
H -0.285 2.295 1.880 0.2152
H -1.805 1.790 -0.596 0.2287
H -1.649 -2.040 -0.721 0.4228
H -0.020 2.898 -1.932 0.1451


No. 4
16
Properties=species:S:1:pos:R:3:nbo_charge:R:1 method="wB97M-V/def2-TZVPD" de_lowest_ev=6.034 lumo_ev=0.0 largest_force_ev_per_a=9.0
C -2.300 -1.542 -0.050 -0.6053
C -1.018 -0.476 -0.429 -0.0509
C -1.826 0.839 -0.381 -0.0281
C -2.456 1.783 -0.165 -0.2761
C 1.385 -0.116 -0.610 -0.1497
H -1.696 -2.446 -0.286 0.2084
H -2.391 -1.384 1.092 0.2319
H -3.262 -1.409 -0.594 0.2357
H -0.681 -0.702 -1.428 0.2051
H -3.270 2.503 -0.077 0.2403
H 0.635 -0.304 2.158 0.3747
H 0.098 1.110 1.517 0.3467
H 1.340 -0.317 -1.720 0.2068
N 0.165 -0.431 0.145 -0.2877
N -0.071 -0.009 1.390 -0.6569
S 2.866 0.194 -0.100 0.0051